Record 1
The following is a DFT calculation (ωB97M-V/def2-TZVPD) of a structure of composition C59H47CsN4O2P2Se2.

ORCA input file:
```
! wB97M-V def2-TZVPD RIJCOSX def2/J DEFGRID3
* xyz -2 1
Cs 1.624 -0.328 0.381
O 2.569 -0.138 3.002
C 3.801 -0.006 3.505
C 4.881 -0.660 2.529
C 5.233 0.112 1.286
C 6.105 1.195 1.404
C 6.434 1.922 0.278
C 5.905 1.538 -0.939
C 5.066 0.424 -1.001
C 4.583 -0.055 -2.349
C 3.272 0.620 -2.928
O 2.165 0.210 -2.298
C 3.479 2.154 -2.836
C 2.744 2.879 -1.907
C 2.932 4.248 -1.759
C 3.857 4.920 -2.546
C 4.581 4.211 -3.497
C 4.386 2.845 -3.639
C 3.134 0.267 -4.432
C 3.939 -0.614 -5.144
C 3.658 -0.935 -6.472
C 2.571 -0.372 -7.115
C 1.753 0.511 -6.411
C 2.030 0.816 -5.092
N 4.744 -0.274 0.098
C 4.112 1.505 3.712
C 3.629 2.372 2.726
C 3.810 3.739 2.807
C 4.481 4.291 3.895
C 4.960 3.452 4.886
C 4.778 2.072 4.793
C 3.946 -0.754 4.861
C 2.774 -1.209 5.455
C 2.798 -1.889 6.665
C 4.003 -2.138 7.308
C 5.183 -1.698 6.725
C 5.151 -1.015 5.514
H 4.449 -1.626 2.261
H 5.820 -0.843 3.059
H 6.492 1.465 2.378
H 7.095 2.778 0.347
H 6.142 2.080 -1.843
H 4.359 -1.121 -2.287
H 5.418 0.089 -3.043
H 1.996 2.358 -1.319
H 2.348 4.792 -1.026
H 4.004 5.988 -2.429
H 5.294 4.726 -4.131
H 4.947 2.298 -4.391
H 4.793 -1.078 -4.668
H 4.299 -1.634 -7.000
H 2.353 -0.620 -8.147
H 0.891 0.954 -6.897
H 1.378 1.472 -4.529
H 3.120 1.922 1.882
H 3.434 4.378 2.016
H 4.619 5.364 3.969
H 5.471 3.867 5.748
H 5.146 1.446 5.595
H 1.857 -1.011 4.912
H 1.869 -2.234 7.105
H 4.025 -2.674 8.250
H 6.134 -1.888 7.211
H 6.087 -0.680 5.083
Se -6.155 -1.765 2.787
P -5.237 -2.520 1.040
C -5.371 -4.334 0.973
C -4.890 -5.072 2.053
C -5.002 -6.450 2.057
C -5.602 -7.106 0.988
C -6.084 -6.377 -0.085
C -5.966 -4.992 -0.095
C -6.049 -1.964 -0.492
C -7.388 -1.587 -0.480
C -7.993 -1.144 -1.646
C -7.261 -1.063 -2.825
C -5.927 -1.445 -2.842
C -5.325 -1.905 -1.679
C -3.496 -2.214 0.794
C -2.679 -1.091 0.583
N -1.426 -1.562 0.430
N -1.456 -2.876 0.552
N -2.683 -3.295 0.790
P -2.866 0.656 0.214
Se -1.257 1.860 0.848
C -4.454 1.216 0.898
C -4.446 1.723 2.196
C -5.615 2.193 2.767
C -6.800 2.179 2.043
C -6.813 1.682 0.751
C -5.645 1.195 0.180
C -3.020 0.735 -1.598
C -2.346 -0.204 -2.375
C -2.333 -0.084 -3.758
C -2.998 0.967 -4.372
C -3.657 1.915 -3.600
C -3.654 1.809 -2.218
H -4.424 -4.558 2.883
H -4.614 -7.017 2.894
H -5.688 -8.186 0.995
H -6.550 -6.882 -0.923
H -6.338 -4.431 -0.942
H -7.928 -1.611 0.459
H -9.034 -0.842 -1.632
H -7.728 -0.692 -3.729
H -5.343 -1.364 -3.750
H -4.282 -2.195 -1.686
H -3.512 1.759 2.743
H -5.601 2.572 3.781
H -7.714 2.547 2.491
H -7.735 1.656 0.183
H -5.669 0.806 -0.830
H -1.803 -1.008 -1.895
H -1.780 -0.802 -4.350
H -2.983 1.062 -5.451
H -4.158 2.750 -4.074
H -4.136 2.572 -1.618
*
```

The value obtained for the energy relative to the best compared isomer or geometry (same formula, charge and spin) is 0.0 kcal/mol. The HOMO-LUMO gap is 0.2277 Ha. The calculation puts the lowest unoccupied orbital energy at 3.62 eV.



Record 2
The following is a DFT calculation (ωB97M-V/def2-TZVPD) of a structure of composition C59H47FGeN2O3P3Pd in a non-equilibrium geometry.

ORCA input file:
```
! wB97M-V def2-TZVPD RIJCOSX def2/J DEFGRID3
* xyz 0 2
Pd -0.052 0.186 0.130
F 3.014 -2.831 0.412
Ge 1.889 -1.412 -0.010
C 2.667 -1.039 -1.795
C 3.951 -1.415 -2.167
C 4.383 -1.263 -3.479
C 3.510 -0.788 -4.448
C 2.222 -0.409 -4.093
C 1.814 -0.492 -2.764
P 0.208 0.215 -2.252
C -0.909 -0.518 -3.525
C -0.763 -1.873 -3.833
C -1.605 -2.486 -4.748
C -2.588 -1.754 -5.397
C -2.733 -0.405 -5.110
C -1.906 0.206 -4.177
C 0.205 1.951 -2.821
C 1.252 2.559 -3.504
C 1.161 3.895 -3.870
C 0.022 4.626 -3.574
C -1.024 4.027 -2.891
C -0.922 2.704 -2.495
C 2.797 -0.437 1.541
C 4.178 -0.613 1.612
C 4.916 -0.052 2.643
C 4.281 0.675 3.642
C 2.913 0.869 3.587
C 2.175 0.349 2.519
P 0.368 0.519 2.455
C -0.237 2.112 3.089
C 0.503 3.228 3.448
C -0.149 4.414 3.769
C -1.529 4.490 3.746
C -2.276 3.370 3.404
C -1.633 2.195 3.075
C -0.029 -0.584 3.867
C 0.301 -1.933 3.751
C 0.095 -2.797 4.813
C -0.437 -2.323 6.003
C -0.764 -0.982 6.126
C -0.564 -0.112 5.063
C 0.584 -2.849 -0.718
C 1.215 -3.849 -1.463
C 0.479 -4.832 -2.103
C -0.903 -4.879 -1.950
C -1.540 -3.920 -1.188
C -0.811 -2.864 -0.626
P -1.673 -1.584 0.334
C -3.121 -1.003 -0.616
C -3.575 -1.509 -1.829
C -4.717 -0.983 -2.418
C -5.408 0.054 -1.811
C -4.937 0.596 -0.624
C -3.796 0.077 -0.035
C -2.413 -2.672 1.615
C -1.676 -3.762 2.080
C -2.183 -4.571 3.083
C -3.419 -4.296 3.647
C -4.155 -3.212 3.195
C -3.653 -2.397 2.189
H 4.612 -1.838 -1.420
H 5.392 -1.542 -3.755
H 3.828 -0.711 -5.480
H 1.533 -0.047 -4.847
H 0.015 -2.454 -3.353
H -1.485 -3.541 -4.959
H -3.242 -2.229 -6.117
H -3.490 0.184 -5.612
H -2.046 1.255 -3.970
H 2.135 1.993 -3.760
H 1.984 4.360 -4.400
H -0.049 5.661 -3.882
H -1.908 4.599 -2.643
H -1.726 2.241 -1.934
H 4.675 -1.223 0.872
H 5.987 -0.205 2.677
H 4.847 1.063 4.480
H 2.405 1.396 4.385
H 1.585 3.196 3.466
H 0.436 5.288 4.028
H -2.025 5.420 3.987
H -3.356 3.424 3.367
H -2.200 1.321 2.767
H 0.739 -2.295 2.826
H 0.346 -3.844 4.708
H -0.591 -2.999 6.834
H -1.175 -0.604 7.054
H -0.823 0.931 5.175
H 2.294 -3.846 -1.530
H 0.985 -5.579 -2.703
H -1.479 -5.667 -2.419
H -2.605 -3.991 -1.002
H -3.040 -2.301 -2.331
H -5.064 -1.393 -3.358
H -6.306 0.447 -2.269
H -5.455 1.424 -0.159
H -3.408 0.518 0.877
H -0.711 -3.988 1.644
H -1.602 -5.417 3.430
H -3.808 -4.922 4.439
H -5.121 -2.989 3.628
H -4.238 -1.558 1.837
O 2.027 1.311 -0.637
N 2.724 2.398 -0.462
C 3.715 2.685 -1.329
C 4.458 3.835 -1.203
C 4.184 4.713 -0.162
C 3.179 4.384 0.728
C 2.457 3.218 0.567
H 3.879 1.942 -2.094
H 5.241 4.049 -1.916
H 4.771 5.610 -0.027
H 2.931 5.039 1.551
H 1.770 2.843 1.302
O -0.441 4.686 0.218
N -0.069 3.558 -0.061
O -0.673 2.569 0.443
*
```

The expectation value of S² is 0.757. The value obtained for the energy relative to the best compared isomer or geometry (same formula, charge and spin) is 24.6 kcal/mol. The HOMO-LUMO gap (alpha / beta) is 0.2453 / 0.2356 Ha. The calculation puts the lowest unoccupied orbital energy (alpha / beta) at 0.17 / -0.48 eV.



Record 3
The following is a DFT calculation (ωB97M-V/def2-TZVPD) of a structure of composition C59H50AsInN4OP2 in a non-equilibrium geometry.

ORCA input file:
```
! wB97M-V def2-TZVPD RIJCOSX def2/J DEFGRID3
* xyz 0 1
In -2.337 -0.499 3.897
C 0.335 0.723 11.661
C 0.700 0.877 10.390
C 0.186 0.147 9.318
C -0.500 -1.011 9.670
N -0.811 -1.256 11.021
C -0.478 -0.418 11.921
C -0.850 -2.089 8.717
C -2.043 -2.738 8.883
C -2.464 -3.550 7.836
C -1.554 -3.758 6.775
C -0.379 -3.049 6.705
N -0.011 -2.242 7.699
C 0.239 -2.881 5.431
C 0.814 -1.677 5.198
C 1.350 -1.404 3.905
C 1.301 -2.494 2.987
C 0.745 -3.745 3.345
N 0.196 -3.929 4.564
H 0.639 1.455 12.436
H 1.220 1.761 10.091
H 0.275 0.423 8.220
H -0.735 -0.526 12.988
H -2.839 -2.630 9.630
H -3.490 -4.015 7.808
H -1.766 -4.598 6.108
H 0.912 -0.901 5.960
H 1.718 -0.453 3.473
H 1.706 -2.412 1.968
H 0.805 -4.628 2.712
O 1.174 -0.746 -3.049
N -1.196 0.847 5.075
P -1.022 2.313 5.565
C 0.486 2.570 6.581
C 1.668 1.871 6.019
C 2.856 1.787 6.695
C 2.992 2.558 7.922
C 2.010 3.341 8.332
C 0.739 3.417 7.674
C -2.492 2.745 6.681
C -3.088 1.830 7.575
C -4.040 2.244 8.427
C -4.564 3.521 8.395
C -4.016 4.381 7.384
C -2.950 3.993 6.570
C -0.949 3.737 4.279
C -0.803 5.128 4.438
C -0.859 5.959 3.286
C -1.111 5.476 2.025
C -1.341 4.082 1.895
C -1.135 3.219 2.952
H 1.428 1.197 5.150
H 3.540 1.168 6.149
H 3.877 2.364 8.502
H 2.145 3.898 9.213
H -0.109 3.969 8.076
H -2.770 0.839 7.571
H -4.405 1.555 9.154
H -5.269 4.001 9.044
H -4.460 5.368 7.478
H -2.667 4.704 5.809
H -0.516 5.562 5.394
H -0.600 7.031 3.475
H -1.190 6.149 1.237
H -1.525 3.767 0.852
H -1.279 2.191 2.838
C 3.154 -2.157 -4.501
C 3.037 -2.872 -5.555
As -0.697 -1.262 -13.085
C -1.952 -1.799 -11.667
C -1.876 -2.559 -10.521
C -2.991 -2.989 -9.754
C -4.260 -2.618 -10.200
C -4.480 -1.800 -11.315
C -3.285 -1.434 -11.977
C 0.900 -2.342 -12.306
C 2.033 -1.753 -11.791
C 3.010 -2.625 -11.175
C 2.838 -3.968 -11.198
C 1.717 -4.535 -11.748
C 0.698 -3.712 -12.280
P 1.922 -0.847 -4.374
C 0.364 -0.863 -5.602
C -0.912 -0.959 -5.164
C -1.944 -0.621 -6.103
C -1.709 -0.780 -7.462
C -0.425 -0.752 -7.884
C 0.634 -0.357 -6.968
C 3.013 0.448 -4.810
C 3.739 0.518 -6.049
C 4.654 1.588 -6.220
C 4.851 2.452 -5.158
C 3.907 2.576 -4.137
C 3.013 1.512 -3.910
H 1.591 -0.902 -7.125
H 4.021 -2.283 -3.835
H 3.775 -3.427 -5.786
H 2.230 -2.901 -6.174
H -0.951 -2.979 -10.119
H -2.818 -3.486 -8.834
H -5.067 -3.093 -9.586
H -5.452 -1.557 -11.650
H -3.385 -0.735 -12.763
H 2.237 -0.684 -11.830
H 3.877 -2.243 -10.694
H 3.646 -4.603 -10.811
H 1.656 -5.605 -11.730
H -0.287 -4.098 -12.575
H -1.293 -1.126 -4.033
H -2.915 -0.434 -5.696
H -2.474 -1.019 -8.246
H -0.177 -1.225 -8.831
H 0.751 0.693 -7.141
H 3.726 -0.300 -6.804
H 5.049 1.606 -7.283
H 5.505 3.268 -5.080
H 3.960 3.480 -3.470
H 2.400 1.639 -2.970
*
```

The HOMO-LUMO gap (alpha / beta) is 0.2692 / 0.2197 Ha. The calculation puts the lowest unoccupied orbital energy (alpha / beta) at -0.56 / -1.24 eV.



Record 4
The following is a DFT calculation (ωB97M-V/def2-TZVPD) of a cluster of 3 separate species, C59H50F6O12S in total in a non-equilibrium geometry.

ORCA input file:
```
! wB97M-V def2-TZVPD RIJCOSX def2/J DEFGRID3
* xyz 0 1
C -6.791 0.642 -2.908
C -6.088 0.491 -4.260
C -4.565 0.626 -4.155
O -4.041 0.200 -5.401
C -2.618 0.128 -5.513
C -1.815 0.681 -4.339
C -1.311 -0.244 -3.428
C -1.498 -1.749 -3.621
C -2.935 -2.288 -3.458
C -3.457 -2.294 -2.028
F -2.750 -3.199 -1.318
F -3.424 -1.115 -1.415
F -4.717 -2.780 -2.017
C -0.592 0.222 -2.352
C -0.377 1.579 -2.179
C -0.861 2.491 -3.076
C -0.555 3.971 -2.861
O -1.635 4.789 -2.423
C -2.772 4.106 -1.968
C -3.766 5.179 -1.360
O -3.181 6.463 -1.389
C -4.014 7.473 -1.925
C -3.870 8.769 -1.100
C -1.582 2.038 -4.174
S -2.195 3.154 -5.429
O -3.496 2.812 -5.912
O -2.111 4.531 -5.063
C -1.023 2.941 -6.902
F -0.180 1.917 -6.668
F -0.306 4.038 -7.045
F -1.730 2.691 -7.984
C 0.446 2.000 -0.968
O 0.216 2.986 -0.299
C 1.567 1.042 -0.633
O 2.747 1.560 -0.156
C 1.370 -0.261 -0.804
C 2.420 -1.318 -0.534
C 2.163 -2.125 0.751
C 2.347 -1.291 2.010
C 1.249 -1.173 2.828
C 1.360 -0.430 3.981
C 2.566 0.149 4.285
C 3.649 0.022 3.463
C 3.553 -0.714 2.303
C 0.032 -0.704 -1.318
O -0.512 -1.709 -0.904
H -6.647 1.648 -2.504
H -6.547 -0.150 -2.199
H -7.868 0.551 -3.095
H -6.502 1.129 -5.043
H -6.265 -0.539 -4.603
H -4.266 0.012 -3.303
H -4.376 1.688 -3.956
H -2.349 0.708 -6.401
H -2.348 -0.901 -5.748
H -1.217 -1.963 -4.657
H -0.837 -2.353 -3.006
H -2.903 -3.347 -3.736
H -3.649 -1.841 -4.151
H 0.290 4.136 -2.195
H -0.246 4.369 -3.836
H -2.558 3.401 -1.156
H -3.333 3.631 -2.785
H -3.943 4.916 -0.310
H -4.700 5.138 -1.926
H -3.659 7.714 -2.936
H -5.077 7.215 -1.934
H -3.077 9.406 -1.501
H -3.557 8.519 -0.082
H -4.793 9.350 -1.074
H 3.373 1.565 -0.890
H 3.398 -0.835 -0.566
H 2.397 -2.016 -1.383
H 2.883 -2.951 0.756
H 1.152 -2.528 0.699
H 0.324 -1.666 2.551
H 0.491 -0.338 4.624
H 2.620 0.738 5.195
H 4.589 0.506 3.702
H 4.406 -0.834 1.644
C 10.729 -5.502 2.094
C 9.461 -5.456 2.667
C 8.544 -4.507 2.248
C 8.893 -3.592 1.262
C 10.173 -3.624 0.704
C 11.084 -4.589 1.116
C 10.583 -2.624 -0.319
O 11.692 -2.653 -0.809
C 9.600 -1.579 -0.723
C 9.981 -0.602 -1.634
C 9.075 0.368 -2.027
C 7.780 0.361 -1.519
C 7.397 -0.608 -0.607
C 8.307 -1.575 -0.198
C 7.891 -2.590 0.810
O 6.762 -2.597 1.256
H 11.441 -6.250 2.417
H 9.190 -6.163 3.439
H 7.557 -4.473 2.689
H 12.071 -4.622 0.674
H 10.987 -0.598 -2.031
H 9.376 1.131 -2.733
H 7.072 1.117 -1.833
H 6.391 -0.611 -0.207
C -4.792 -0.977 9.755
C -5.624 -2.091 9.684
C -5.706 -2.823 8.511
C -4.967 -2.439 7.400
C -4.150 -1.308 7.464
C -4.058 -0.586 8.648
C -3.386 -0.852 6.270
O -2.672 0.128 6.326
C -3.525 -1.622 5.004
C -2.865 -1.181 3.864
C -2.974 -1.895 2.681
C -3.735 -3.058 2.635
C -4.400 -3.499 3.767
C -4.305 -2.779 4.952
C -5.052 -3.246 6.152
O -5.720 -4.259 6.113
H -4.722 -0.412 10.675
H -6.206 -2.388 10.547
H -6.348 -3.692 8.457
H -3.416 0.282 8.701
H -2.270 -0.278 3.896
H -2.462 -1.547 1.792
H -3.813 -3.618 1.711
H -4.996 -4.401 3.731
*
```

The HOMO-LUMO gap is 0.2802 Ha. The calculation puts the lowest unoccupied orbital energy at -1.46 eV. As for the SMILES: CCCOCc1c(CCC(F)(F)F)c2c(c(COCCOCC)c1S(=O)(=O)C(F)(F)F)C(=O)C(O)=C(CCc1ccccc1)C2=O.O=C1c2ccccc2C(=O)c2ccccc21.O=C1c2ccccc2C(=O)c2ccccc21.